*i*
Below is 2 unconnected molecules or ions with the total composition C6H13N4, with properties calculated with the ωB97M-V functional and the def2-TZVPD basis.

**Spin multiplicity**: 1
**Lowest unoccupied orbital energy**: -3.1 eV
**Orbital gap**: 9.176 eV
**Net charge**: +1

CARTESIAN COORDINATES (ANGSTROEM)
C 2.490 1.443 -0.003
C 1.117 1.173 0.029
C 1.034 -0.228 0.017
C 2.668 -2.116 -0.015
C -3.208 -0.004 1.246
C -3.611 -0.171 -1.039
N 3.142 0.262 -0.028
N 2.267 -0.739 -0.024
N 0.082 2.032 0.031
N -2.748 -0.232 0.102
H 3.016 2.374 -0.014
H 3.085 -2.393 0.956
H 1.802 -2.743 -0.214
H 3.419 -2.300 -0.786
H -4.252 0.242 1.458
H 0.148 -0.834 0.028
H -2.537 -0.055 2.092
H -3.707 -1.176 -1.450
H -4.608 0.222 -0.813
H -3.133 0.448 -1.798
H 4.142 0.116 -0.063
H -0.849 1.666 0.139
H 0.242 3.015 0.150

*ii*
Below is a gas-phase ion, C6H13N4 (charge +1), with properties calculated with the ωB97M-V functional and the def2-TZVPD basis.

**Spin multiplicity**: 1
**Lowest unoccupied orbital energy**: -2.5 eV
**SMILES**: Cn1c(N)c[nH]c1=[N+](C)C
**Orbital gap**: 9.491 eV
**Net charge**: +1

CARTESIAN COORDINATES (ANGSTROEM)
C 1.038 1.504 1.332
C 1.763 0.460 0.883
C -0.339 0.389 0.045
C 1.571 -1.179 -0.940
C -1.920 -1.363 -0.202
C -2.384 0.890 -1.079
N 0.911 -0.209 -0.012
N -0.247 1.394 0.842
N 3.028 0.088 1.118
N -1.404 -0.044 -0.652
H 1.236 2.441 1.922
H 1.977 -2.043 -0.478
H 0.823 -1.370 -1.707
H 2.321 -0.552 -1.390
H -2.595 -1.407 0.577
H -2.444 -1.788 -1.023
H -1.100 -2.082 0.211
H -2.747 0.410 -1.958
H -3.275 1.040 -0.415
H -1.969 1.893 -1.343
H -0.990 1.878 1.372
H 3.498 0.479 1.909
H 3.249 -0.829 0.988

*ii* takes first place; second place is 0.0233 hartree up.

*i*
Below is 2 unconnected molecules or ions with the total composition C2H2S3, with properties calculated with the ωB97M-V functional and the def2-TZVPD basis.

**Spin multiplicity**: 1
**Lowest unoccupied orbital energy (spin up / spin down)**: -2.5 / -2.5 eV
**Orbital gap (spin up / spin down)**: 7.131 / 7.130 eV

CARTESIAN COORDINATES (ANGSTROEM)
C 1.113 -0.462 -0.614
C 0.596 -0.030 0.356
S -4.201 -0.594 0.759
S -2.887 -3.501 -0.030
S -3.631 -1.787 -0.637
H 1.286 -0.607 -1.631
H 0.373 0.431 1.272

*ii*
Below is 2 unconnected molecules or ions with the total composition C2H2S3, with properties calculated with the ωB97M-V functional and the def2-TZVPD basis.

**Spin multiplicity**: 1
**Lowest unoccupied orbital energy**: -2.8 eV
**Orbital gap**: 6.944 eV

CARTESIAN COORDINATES (ANGSTROEM)
C 1.396 -0.004 0.225
C 2.089 -0.592 -0.519
S -2.563 2.159 0.412
S -2.334 -1.187 0.596
S -1.816 0.485 -0.336
H 0.629 0.311 0.831
H 2.599 -1.172 -1.209

*i* takes first place; second place is 0.0051 hartree up.

*i*
Below is 4 unconnected molecules or ions with the total composition C4H14O3, with properties calculated with the ωB97M-V functional and the def2-TZVPD basis.

**Spin multiplicity**: 1
**Lowest unoccupied orbital energy**: 0.5 eV
**SMILES**: C=CCC.O.O.O
**Orbital gap**: 10.256 eV

CARTESIAN COORDINATES (ANGSTROEM)
C 1.352 -1.861 2.091
C 1.666 -0.433 1.664
C 0.435 0.423 1.566
C 0.286 1.436 0.715
H 1.405 -1.964 3.181
H 0.325 -2.230 1.971
H 2.010 -2.593 1.627
H 2.272 -0.375 0.761
H 2.304 0.022 2.432
H -0.371 0.214 2.259
H -0.595 2.069 0.700
H 1.076 1.831 0.083
H 0.178 -0.574 -3.139
H -0.156 0.391 -1.949
O 0.010 0.327 -2.886
H -3.342 -1.226 1.422
H -2.960 0.107 0.752
O -3.010 -0.335 1.621
H -0.714 2.175 -5.456
H -0.843 1.059 -4.354
O -1.327 1.537 -5.062

*ii*
Below is 4 unconnected molecules or ions with the total composition C4H14O3, with properties calculated with the ωB97M-V functional and the def2-TZVPD basis.

**Spin multiplicity**: 1
**Lowest unoccupied orbital energy**: 0.2 eV
**SMILES**: C/C=C/C.O.O.O
**Orbital gap**: 8.973 eV

CARTESIAN COORDINATES (ANGSTROEM)
C -2.199 2.481 -0.726
C -1.482 1.213 -0.224
C -1.276 0.326 -1.250
C -0.935 -1.104 -1.093
H -2.133 2.652 -1.808
H -1.740 3.416 -0.143
H -3.326 2.510 -0.265
H -1.369 1.072 0.872
H -1.703 0.704 -2.217
H -1.396 -1.757 -0.317
H 0.097 -1.038 -0.758
H -1.144 -1.663 -2.003
H 2.958 1.621 1.476
H 3.012 0.760 0.158
O 3.070 0.714 1.136
H 0.911 -0.224 2.581
H 1.575 -0.314 1.312
O 0.877 -0.802 1.725
H 1.380 -3.818 0.313
H 2.432 -2.976 0.896
O 2.391 -3.773 0.337

*i* takes first place; second place is 0.0419 hartree up.

*i*
Below is 2 unconnected molecules or ions with the total composition C5H11NS, with properties calculated with the ωB97M-V functional and the def2-TZVPD basis.

**Spin multiplicity**: 1
**Lowest unoccupied orbital energy (spin up / spin down)**: 0.8 / 0.8 eV
**Orbital gap (spin up / spin down)**: 7.670 / 7.665 eV

CARTESIAN COORDINATES (ANGSTROEM)
C -1.036 -0.738 -1.885
C 2.002 0.617 0.838
C -1.637 -0.010 1.067
C 0.839 -0.357 0.486
C -0.467 0.295 0.258
N -0.119 -1.448 -2.239
S -0.423 2.055 -0.018
H -1.970 -0.322 -1.925
H 2.131 1.413 0.003
H 2.902 -0.023 0.863
H 1.805 1.159 1.839
H -1.581 -0.979 1.655
H -1.715 0.797 1.823
H -2.515 -0.282 0.535
H 0.970 -0.939 -0.452
H 0.600 -1.104 1.263
H -0.128 -2.160 -3.092
H 0.342 2.026 -1.018

*ii*
Below is a single C5H11NS molecule, with properties calculated with the ωB97M-V functional and the def2-TZVPD basis.

**Spin multiplicity**: 1
**Lowest unoccupied orbital energy**: -0.7 eV
**Orbital gap**: 5.717 eV

CARTESIAN COORDINATES (ANGSTROEM)
C -1.805 -0.104 -0.181
C -3.116 -0.125 0.507
C 2.876 0.570 -0.411
C 1.602 0.280 0.371
C 0.612 -0.514 -0.487
N -0.642 -0.728 0.180
S -4.822 0.414 -0.186
H -1.705 0.563 -1.025
H -0.667 -1.363 0.968
H -3.289 -1.070 1.025
H -3.073 0.667 1.267
H 3.348 -0.355 -0.734
H 2.652 1.169 -1.292
H 3.582 1.119 0.206
H 1.136 1.219 0.678
H 1.841 -0.288 1.273
H 0.418 0.030 -1.414
H 1.051 -1.484 -0.744

*ii* takes first place; second place is 0.0793 hartree up.

*i*
Below is 2 unconnected molecules or ions with the total composition C4H14NOS, with properties calculated with the ωB97M-V functional and the def2-TZVPD basis.

**Spin multiplicity**: 1
**Lowest unoccupied orbital energy**: -2.9 eV
**Orbital gap**: 10.403 eV
**Net charge**: +1

CARTESIAN COORDINATES (ANGSTROEM)
C -1.165 -0.549 1.666
C -0.664 -0.041 0.305
C -1.240 1.234 -0.291
C -0.780 1.565 -1.806
S 0.637 0.826 -2.723
N 0.889 0.086 0.240
H -0.308 -1.018 2.174
H -1.842 -1.364 1.471
H -1.498 0.287 2.259
H -0.651 -0.869 -0.401
H -2.319 1.164 -0.303
H -0.831 2.119 0.195
H -0.512 2.634 -1.773
H -1.688 1.422 -2.379
H 0.024 -0.372 -2.866
H 1.257 0.187 -0.721
H 1.221 -0.852 0.509
H 1.211 0.876 0.795
H 2.817 -2.305 1.951
H 3.101 -2.661 0.589
O 2.344 -2.366 1.109

*ii*
Below is 3 unconnected molecules or ions with the total composition C4H14NOS, with properties calculated with the ωB97M-V functional and the def2-TZVPD basis.

**Spin multiplicity**: 1
**Lowest unoccupied orbital energy**: -9.5 eV
**Orbital gap**: 4.573 eV
**Net charge**: +1

CARTESIAN COORDINATES (ANGSTROEM)
C -1.306 -0.165 1.221
C -0.122 -0.856 2.068
C 0.967 -1.433 1.122
S 0.356 0.379 -1.632
C 0.398 1.011 -3.385
N -1.930 -0.919 0.117
H -0.706 0.661 0.709
H -2.124 0.341 1.824
H 0.482 0.106 2.337
H -0.431 -1.365 3.035
H 0.635 -2.170 0.350
H 1.456 -0.577 0.611
H -0.634 1.023 -3.891
H 0.808 1.989 -3.413
H 1.064 0.350 -3.907
H -2.049 -1.798 0.465
H 1.758 -1.952 1.706
H -1.391 -0.757 -0.733
H 1.241 2.741 0.588
H 0.572 1.572 -0.004
O 0.956 1.818 0.813

*i* takes first place; second place is 0.2360 hartree up.

*i*
Below is 2 unconnected molecules or ions with the total composition C4H9NO4, with properties calculated with the ωB97M-V functional and the def2-TZVPD basis.

**Spin multiplicity**: 1
**Lowest unoccupied orbital energy**: 0.3 eV
**SMILES**: NC(=O)OO.C/C=C\O
**Orbital gap**: 9.364 eV

CARTESIAN COORDINATES (ANGSTROEM)
C 1.128 0.774 0.234
C 1.093 0.144 -0.993
C 1.731 -1.165 -1.284
C -1.029 0.341 0.888
N -1.801 1.457 0.680
O -1.133 -0.626 -0.249
O -2.514 -0.998 -0.500
O 1.805 0.196 1.285
O -0.842 -0.126 2.011
H -2.639 -1.584 0.271
H 1.159 0.063 2.009
H 1.060 1.855 0.299
H 0.684 0.691 -1.836
H -2.281 1.508 -0.206
H -2.104 1.971 1.494
H 2.728 -0.999 -1.707
H 1.140 -1.724 -2.012
H 1.817 -1.777 -0.384

*ii*
Below is 2 unconnected molecules or ions with the total composition C4H9NO4, with properties calculated with the ωB97M-V functional and the def2-TZVPD basis.

**Spin multiplicity**: 1
**Lowest unoccupied orbital energy (spin up / spin down)**: 0.3 / 0.3 eV
**SMILES**: N/C(O)=C\O.C=C(O)O
**Orbital gap (spin up / spin down)**: 7.448 / 7.450 eV

CARTESIAN COORDINATES (ANGSTROEM)
C -0.792 0.992 -0.216
C -2.151 0.869 -0.317
O -0.127 1.698 -1.181
O -0.294 1.287 1.173
H 0.669 1.167 -1.399
H 0.389 1.974 1.069
H -2.740 0.648 0.562
H -2.651 1.166 -1.228
C 0.303 -0.826 -0.212
N 1.246 -0.680 -1.257
C 0.788 -0.780 1.111
O -0.653 -1.792 -0.441
O 2.075 -0.469 1.375
H -1.521 -1.405 -0.174
H 2.214 -0.463 2.335
H 0.888 -1.106 -2.108
H 2.146 -1.091 -1.021
H 0.212 -1.190 1.929

*iii*
Below is 2 unconnected molecules or ions with the total composition C4H9NO4, with properties calculated with the ωB97M-V functional and the def2-TZVPD basis.

**Spin multiplicity**: 1
**Lowest unoccupied orbital energy**: 0.7 eV
**SMILES**: CNC(=O)O.O=CCO
**Orbital gap**: 9.595 eV

CARTESIAN COORDINATES (ANGSTROEM)
C 1.341 -1.522 0.321
C -0.413 -1.417 -0.214
O 2.404 -0.647 0.637
O -0.646 -1.818 -1.323
H 2.080 -0.060 1.348
H 1.133 -2.148 1.197
H 1.775 -2.194 -0.424
H -0.915 -1.791 0.693
C -2.090 1.336 0.036
N -0.905 0.706 -0.557
C 0.383 1.033 -0.023
O 1.261 1.221 -1.030
O 0.523 1.257 1.163
H 2.095 0.783 -0.773
H -0.908 0.762 -1.572
H -2.198 2.355 -0.336
H -2.981 0.782 -0.256
H -1.938 1.361 1.113

*iv*
Below is 2 unconnected molecules or ions with the total composition C4H9NO4, with properties calculated with the ωB97M-V functional and the def2-TZVPD basis.

**Spin multiplicity**: 1
**Lowest unoccupied orbital energy**: 0.7 eV
**SMILES**: [H]/N=C/OC.O=C(O)CO
**Orbital gap**: 9.875 eV

CARTESIAN COORDINATES (ANGSTROEM)
C -0.800 0.189 -1.448
C -1.158 0.900 0.206
O -1.191 2.232 -0.021
O -0.678 -1.191 -1.507
O -1.942 0.362 0.936
H -2.021 2.603 0.314
H 0.216 -1.407 -1.160
H -0.159 0.754 -2.142
H -1.810 0.404 -1.804
C 0.358 -1.152 1.691
C 1.494 0.324 0.078
O 0.647 0.192 1.229
N 1.835 -0.671 -0.626
H 2.533 -0.447 -1.327
H 1.990 1.292 0.164
H 0.065 -1.062 2.733
H 1.166 -1.854 1.509
H -0.545 -1.468 1.175

*iii* takes first place; second place is 0.0159 hartree up.

*i*
Below is a gas-phase ion, C7H9O2 (charge -1), with properties calculated with the ωB97M-V functional and the def2-TZVPD basis.

**Spin multiplicity**: 1
**Lowest unoccupied orbital energy**: 3.9 eV
**Orbital gap**: 6.294 eV
**Net charge**: -1

CARTESIAN COORDINATES (ANGSTROEM)
C -2.207 -0.585 -0.209
C -1.439 -1.352 0.543
C -1.688 0.567 -0.876
C -0.170 0.675 -1.008
C 0.637 -0.002 0.114
C 0.837 0.814 1.403
C 1.856 -0.780 -0.351
O -1.356 -2.314 1.245
O -2.283 1.472 -1.512
H -3.289 -0.662 -0.236
H 0.058 0.027 -2.012
H 0.028 1.753 -1.117
H 1.657 1.591 1.495
H 0.971 0.202 2.348
H -0.122 1.346 1.496
H 2.448 -1.149 0.598
H 2.488 -0.127 -0.883
H 1.573 -1.477 -1.037

*ii*
Below is 2 unconnected molecules or ions with the total composition C7H9O2, with properties calculated with the ωB97M-V functional and the def2-TZVPD basis.

**Spin multiplicity**: 1
**Lowest unoccupied orbital energy**: 3.2 eV
**Orbital gap**: 4.696 eV
**Net charge**: -1

CARTESIAN COORDINATES (ANGSTROEM)
C -1.274 -0.973 0.384
C -2.446 -1.238 1.001
C 2.255 0.338 -2.499
C -0.448 -1.067 -0.735
C -0.159 0.038 0.286
C 0.974 -0.084 1.320
C -0.362 1.502 -0.140
O 2.978 0.656 -1.659
O 1.617 0.003 -3.434
H -2.569 -0.851 2.042
H -3.092 -1.864 0.452
H 0.220 -1.875 -0.935
H 1.938 -0.273 0.777
H 0.681 -0.789 2.123
H 1.049 0.952 1.908
H 0.391 1.595 -0.850
H -0.361 2.246 0.586
H -1.392 1.685 -0.626

*i* takes first place; second place is 0.0398 hartree up.

*i*
Below is 2 unconnected molecules or ions with the total composition C3H9O2, with properties calculated with the ωB97M-V functional and the def2-TZVPD basis.

**Spin multiplicity**: 1
**Lowest unoccupied orbital energy**: 4.5 eV
**Orbital gap**: 7.458 eV
**Net charge**: -1

CARTESIAN COORDINATES (ANGSTROEM)
C -0.243 -0.181 -0.505
O 0.546 -0.392 0.612
C -1.013 1.175 -0.432
C -1.742 1.400 0.880
H -1.045 -0.916 -0.545
H 0.334 -0.151 -1.438
H -1.689 1.256 -1.306
H -0.253 1.950 -0.633
H -1.445 2.420 1.128
H -1.465 0.802 1.749
H -2.835 1.344 0.758
H 1.641 -1.125 0.065
H 3.039 -1.902 -0.245
O 2.146 -1.825 -0.569

*ii*
Below is 2 unconnected molecules or ions with the total composition C3H9O2, with properties calculated with the ωB97M-V functional and the def2-TZVPD basis.

**Spin multiplicity**: 1
**Lowest unoccupied orbital energy**: 4.4 eV
**Orbital gap**: 7.263 eV
**Net charge**: -1

CARTESIAN COORDINATES (ANGSTROEM)
C -0.044 -1.392 -2.255
O 0.358 -0.552 -1.295
H 0.608 -2.313 -2.503
H -0.125 -0.961 -3.285
H -1.073 -1.812 -2.116
C -0.491 0.422 1.570
O -1.299 0.477 0.445
C 0.747 1.358 1.455
H -0.154 -0.632 1.761
H -1.068 0.585 2.505
H -0.597 0.175 -0.232
H 1.276 0.950 0.563
H 1.582 1.365 2.155
H 0.279 2.329 1.232

*i* takes first place; second place is 0.0218 hartree up.